[1]
This record from the OMol25 dataset describes a molecular structure, C29H40N11O4S2Sn. The level of theory is ωB97M-V/def2-TZVPD.

Atoms and positions in Å:
Sn 0.10 0.16 -0.14
N -2.55 1.88 1.29
C -1.67 2.00 2.28
N -2.13 2.26 3.51
C -1.19 2.41 4.43
N -1.60 2.72 5.70
N 0.13 2.30 4.25
C 0.47 1.96 3.02
N -0.35 1.85 1.98
C 1.91 1.63 2.80
C 2.85 1.85 3.81
C 4.17 1.51 3.57
C 4.51 0.95 2.35
C 3.51 0.76 1.41
N 2.24 1.09 1.63
H -3.51 1.65 1.52
H -2.22 1.64 0.36
H -2.56 2.50 5.90
H -0.93 2.52 6.42
H 2.52 2.28 4.74
H 4.92 1.66 4.33
H 5.53 0.66 2.12
H 3.74 0.35 0.43
N 3.19 2.60 -1.08
C 2.48 2.55 -2.37
C 3.23 1.65 -3.37
C 2.49 0.35 -3.67
N 2.19 -0.38 -2.44
H 2.55 2.84 -0.33
H 3.92 3.29 -1.09
H 2.33 3.54 -2.80
H 1.50 2.12 -2.18
H 4.21 1.43 -2.95
H 3.39 2.17 -4.32
H 3.08 -0.23 -4.39
H 1.54 0.58 -4.15
H 3.04 -0.69 -1.97
H 1.64 -1.21 -2.64
C 4.46 -3.88 1.44
C 3.98 -4.66 0.40
C 2.81 -4.28 -0.26
C 2.15 -3.13 0.12
C 2.64 -2.34 1.15
C 3.79 -2.73 1.83
N 0.99 -2.65 -0.56
N 0.20 -3.52 -0.91
C -0.97 -2.99 -1.55
C -1.93 -3.92 -1.91
C -3.08 -3.47 -2.55
C -3.21 -2.12 -2.80
C -2.19 -1.26 -2.40
N -1.09 -1.69 -1.79
H 5.37 -4.18 1.96
H 4.50 -5.55 0.09
H 2.41 -4.88 -1.07
H 2.09 -1.45 1.44
H 4.16 -2.13 2.65
H -1.77 -4.96 -1.66
H -3.87 -4.16 -2.82
H -4.10 -1.72 -3.28
H -2.26 -0.19 -2.55
O -0.22 -0.71 3.66
C -0.73 -1.40 2.78
O -0.61 -1.28 1.51
H -1.34 -2.27 3.08
C -1.35 2.32 -3.47
C -1.71 2.55 -1.99
C -3.24 2.51 -1.85
C -1.20 3.92 -1.56
O -1.11 1.56 -1.19
H -1.86 3.05 -4.11
H -1.66 1.32 -3.78
H -0.28 2.42 -3.62
H -3.71 3.17 -2.59
H -3.55 2.83 -0.86
H -3.61 1.49 -1.99
H -1.61 4.72 -2.19
H -0.10 3.95 -1.63
H -1.48 4.11 -0.52
C -6.59 1.66 2.21
O -5.54 1.03 1.49
C -5.83 0.01 0.62
S -7.43 -0.43 0.35
S -4.45 -0.67 -0.11
H -6.10 2.41 2.83
H -7.13 0.95 2.83
H -7.31 2.13 1.53

The value obtained for the lowest unoccupied orbital energy is 1.59 eV. The HOMO-LUMO gap comes out at 5.41 eV. Its energy relative to the best compared isomer or geometry (same formula, charge and spin) is 0.953 eV. The HOMO energy is -3.81 eV. Its total energy is -3043.1708 Ha. Its spin multiplicity is 1. Its charge is -1.

***

[2]
This record from the OMol25 dataset describes 2 unconnected molecules or ions with the total composition C2H2IO3 at a distorted geometry. The level of theory is ωB97M-V/def2-TZVPD.

Atoms and positions in Å:
C 1.54 0.07 -1.73
C -1.41 -0.50 1.12
O 0.66 -0.15 -2.43
O 2.48 0.31 -1.12
O -0.11 -0.49 0.50
I -1.61 1.61 2.19
H -2.08 -0.31 0.24
H 0.53 -0.55 1.22

The value obtained for the lowest unoccupied orbital energy is 3.15 eV. The HOMO-LUMO gap comes out at 5.53 eV. Its energy relative to the best compared isomer or geometry (same formula, charge and spin) is 1.560 eV. The HOMO energy is -2.38 eV. Its total energy is -600.8376 Ha. Its spin multiplicity is 1. Its charge is -1.

***

[3]
This record from the OMol25 dataset describes 2 unconnected molecules or ions with the total composition C3H12N2O at a distorted geometry. The level of theory is ωB97M-V/def2-TZVPD.

Atoms and positions in Å:
N 1.68 -1.14 -0.77
C 0.73 -0.07 -0.77
C -0.63 -0.50 -0.21
C -1.61 0.69 -0.32
N -2.59 0.61 0.80
H 1.45 -2.10 -0.91
H 2.56 -0.92 -1.22
H 1.08 0.75 -0.15
H 0.54 0.39 -1.75
H -0.53 -0.68 0.85
H -1.06 -1.38 -0.68
H -1.06 1.61 -0.18
H -2.10 0.75 -1.29
H -3.25 -0.09 0.52
H -3.16 1.41 0.77
O 2.86 0.55 1.75
H 3.18 -0.36 1.65
H 1.93 0.49 1.92

The value obtained for the lowest unoccupied orbital energy is 1.05 eV. The HOMO-LUMO gap comes out at 10.01 eV. Its energy relative to the best compared isomer or geometry (same formula, charge and spin) is 0.457 eV. As for the SMILES: NCCCN.O. The HOMO energy is -8.95 eV. Its total energy is -306.2271 Ha. Its spin multiplicity is 1.

***

[4]
This record from the OMol25 dataset describes a single C20H28N2O6S molecule at a distorted geometry. The level of theory is ωB97M-V/def2-TZVPD.

Atoms and positions in Å:
C 7.57 -1.52 0.23
C 7.22 -0.10 -0.23
C 8.11 0.93 0.48
C 7.76 2.35 0.04
C 6.29 2.65 0.33
C 5.40 1.64 -0.38
C 5.75 0.22 0.06
N 4.87 -0.73 -0.60
C 3.89 -1.37 0.05
O 3.72 -1.34 1.25
C 2.97 -2.23 -0.85
O 1.61 -1.95 -0.54
C 1.25 -0.67 -0.66
O 2.00 0.18 -1.08
C -0.15 -0.43 -0.24
C -0.66 0.86 -0.36
C -1.96 1.13 0.01
C -2.74 0.11 0.51
S -4.45 0.41 0.97
O -4.74 -0.28 2.19
O -4.69 1.83 0.90
N -5.20 -0.42 -0.28
C -5.32 0.34 -1.51
C -6.57 1.23 -1.49
O -7.73 0.48 -1.20
C -7.62 -0.17 0.05
C -6.42 -1.12 0.06
C -2.25 -1.18 0.64
C -0.95 -1.45 0.27
H 6.97 -2.25 -0.30
H 8.62 -1.73 0.03
H 7.40 -1.63 1.29
H 7.39 -0.03 -1.31
H 7.96 0.84 1.56
H 9.15 0.72 0.26
H 8.40 3.06 0.57
H 7.95 2.46 -1.03
H 6.11 2.60 1.40
H 6.05 3.66 -0.01
H 4.35 1.83 -0.16
H 5.54 1.72 -1.46
H 5.56 0.11 1.14
H 4.86 -0.70 -1.60
H 3.12 -3.28 -0.62
H 3.16 -2.03 -1.91
H -0.01 1.64 -0.75
H -2.38 2.12 -0.05
H -4.42 0.94 -1.63
H -5.39 -0.38 -2.34
H -6.74 1.69 -2.46
H -6.43 2.01 -0.73
H -8.56 -0.71 0.19
H -7.49 0.58 0.85
H -6.28 -1.55 1.06
H -6.57 -1.92 -0.67
H -2.90 -1.94 1.05
H -0.54 -2.44 0.37

The value obtained for the lowest unoccupied orbital energy is -0.17 eV. The HOMO-LUMO gap comes out at 8.98 eV. Its energy relative to the best compared isomer or geometry (same formula, charge and spin) is 0.904 eV. As for the SMILES: C[C@@H]1CCCC[C@H]1NC(=O)COC(=O)c1ccc(S(=O)(=O)N2CCOCC2)cc1. The HOMO energy is -9.15 eV. Its total energy is -1738.0757 Ha. Its spin multiplicity is 1.

***

[5]
This record from the OMol25 dataset describes a molecular structure, C5H10O. The level of theory is ωB97M-V/def2-TZVPD.

Atoms and positions in Å:
C -1.99 -0.16 0.38
C -0.70 -0.14 -0.23
O -0.99 1.63 -0.88
C 0.54 0.01 0.55
C 1.56 -1.11 0.44
C 1.85 0.23 -0.15
H -2.01 -0.12 1.47
H -2.77 -0.75 -0.08
H -1.90 1.12 -0.21
H -0.57 -0.62 -1.21
H -1.24 1.61 -1.82
H 0.41 0.46 1.52
H 2.07 -1.41 1.35
H 1.33 -1.94 -0.23
H 1.82 0.33 -1.24
H 2.58 0.86 0.34

The value obtained for the lowest unoccupied orbital energy is 1.06 eV. The HOMO-LUMO gap comes out at 9.38 eV. Its energy relative to the best compared isomer or geometry (same formula, charge and spin) is 3.921 eV. The HOMO energy is -8.32 eV. Its total energy is -271.6085 Ha. Its spin multiplicity is 1.

***

[6]
This record from the OMol25 dataset describes a single C12H13ClFO3P molecule at a distorted geometry. The level of theory is ωB97M-V/def2-TZVPD.

Atoms and positions in Å:
C 4.04 1.63 0.47
C 3.72 0.84 -0.70
C 3.12 -0.63 -0.72
C 1.56 -0.50 -0.51
C 0.99 -0.28 0.75
P 1.94 -0.11 2.36
O 3.34 -1.08 2.38
Cl 0.68 -1.05 3.82
C -0.61 -0.12 0.76
O -1.12 0.51 1.70
C -1.52 -0.71 -0.39
C -3.06 -0.98 -0.18
F -3.67 -1.37 -1.43
C -3.88 0.28 0.33
C -3.80 1.56 -0.63
C -0.92 -0.95 -1.65
C 0.63 -0.61 -1.79
O 1.10 -0.45 -2.93
H 3.20 2.29 0.88
H 5.03 1.61 1.02
H 3.88 1.35 -1.72
H 3.27 -1.02 -1.79
H 3.64 -1.38 -0.06
H 3.18 -1.91 2.87
H -3.23 -1.82 0.57
H -4.99 -0.03 0.34
H -3.61 0.62 1.38
H -4.74 1.56 -1.28
H -3.80 2.55 -0.05
H -2.87 1.57 -1.28
H -1.50 -1.38 -2.53

The value obtained for the lowest unoccupied orbital energy is -1.69 eV. The HOMO-LUMO gap comes out at 5.75 eV. As for the SMILES: C=CCC1=C(P(O)Cl)C(=O)C([C@H](F)CC)=CC1=O. The HOMO energy is -7.44 eV. Its total energy is -1591.9580 Ha. Its spin multiplicity is 1.

***

Copy entry 1 word for word.
This record from the OMol25 dataset describes a molecular structure, C29H40N11O4S2Sn. The level of theory is ωB97M-V/def2-TZVPD.

Atoms and positions in Å:
Sn 0.10 0.16 -0.14
N -2.55 1.88 1.29
C -1.67 2.00 2.28
N -2.13 2.26 3.51
C -1.19 2.41 4.43
N -1.60 2.72 5.70
N 0.13 2.30 4.25
C 0.47 1.96 3.02
N -0.35 1.85 1.98
C 1.91 1.63 2.80
C 2.85 1.85 3.81
C 4.17 1.51 3.57
C 4.51 0.95 2.35
C 3.51 0.76 1.41
N 2.24 1.09 1.63
H -3.51 1.65 1.52
H -2.22 1.64 0.36
H -2.56 2.50 5.90
H -0.93 2.52 6.42
H 2.52 2.28 4.74
H 4.92 1.66 4.33
H 5.53 0.66 2.12
H 3.74 0.35 0.43
N 3.19 2.60 -1.08
C 2.48 2.55 -2.37
C 3.23 1.65 -3.37
C 2.49 0.35 -3.67
N 2.19 -0.38 -2.44
H 2.55 2.84 -0.33
H 3.92 3.29 -1.09
H 2.33 3.54 -2.80
H 1.50 2.12 -2.18
H 4.21 1.43 -2.95
H 3.39 2.17 -4.32
H 3.08 -0.23 -4.39
H 1.54 0.58 -4.15
H 3.04 -0.69 -1.97
H 1.64 -1.21 -2.64
C 4.46 -3.88 1.44
C 3.98 -4.66 0.40
C 2.81 -4.28 -0.26
C 2.15 -3.13 0.12
C 2.64 -2.34 1.15
C 3.79 -2.73 1.83
N 0.99 -2.65 -0.56
N 0.20 -3.52 -0.91
C -0.97 -2.99 -1.55
C -1.93 -3.92 -1.91
C -3.08 -3.47 -2.55
C -3.21 -2.12 -2.80
C -2.19 -1.26 -2.40
N -1.09 -1.69 -1.79
H 5.37 -4.18 1.96
H 4.50 -5.55 0.09
H 2.41 -4.88 -1.07
H 2.09 -1.45 1.44
H 4.16 -2.13 2.65
H -1.77 -4.96 -1.66
H -3.87 -4.16 -2.82
H -4.10 -1.72 -3.28
H -2.26 -0.19 -2.55
O -0.22 -0.71 3.66
C -0.73 -1.40 2.78
O -0.61 -1.28 1.51
H -1.34 -2.27 3.08
C -1.35 2.32 -3.47
C -1.71 2.55 -1.99
C -3.24 2.51 -1.85
C -1.20 3.92 -1.56
O -1.11 1.56 -1.19
H -1.86 3.05 -4.11
H -1.66 1.32 -3.78
H -0.28 2.42 -3.62
H -3.71 3.17 -2.59
H -3.55 2.83 -0.86
H -3.61 1.49 -1.99
H -1.61 4.72 -2.19
H -0.10 3.95 -1.63
H -1.48 4.11 -0.52
C -6.59 1.66 2.21
O -5.54 1.03 1.49
C -5.83 0.01 0.62
S -7.43 -0.43 0.35
S -4.45 -0.67 -0.11
H -6.10 2.41 2.83
H -7.13 0.95 2.83
H -7.31 2.13 1.53

The value obtained for the lowest unoccupied orbital energy is 1.59 eV. The HOMO-LUMO gap comes out at 5.41 eV. Its energy relative to the best compared isomer or geometry (same formula, charge and spin) is 0.953 eV. The HOMO energy is -3.81 eV. Its total energy is -3043.1708 Ha. Its spin multiplicity is 1. Its charge is -1.